[1]
# CH3NO4S

CH3NO4S in the gas phase at a distorted geometry (wB97M-V/def2-TZVPD, the OMol25 dataset).

The geometry in XYZ format:
```
10
Properties=species:S:1:pos:R:3:forces:R:3
C -0.079 -0.615 1.654 -1.102 0.818 -2.254
N -0.318 0.398 -2.174 0.543 0.493 0.534
O 0.855 0.297 -2.392 1.676 -0.275 -0.861
O -1.188 0.637 -2.936 -1.292 0.137 -1.473
O 1.295 1.363 0.767 0.766 1.542 0.257
O -0.684 0.305 -0.924 0.593 -0.776 3.224
S 0.980 0.043 0.351 -2.461 -0.627 -1.143
H -0.076 -0.069 2.538 0.289 1.317 1.338
H 0.305 -1.543 1.782 1.410 -3.027 0.807
H -1.089 -0.816 1.333 -0.422 0.400 -0.429
```
Forces are in eV/Å.

Kohn-Sham gap: 9.2537 eV
E_HOMO: -10.664 eV
Multiplicity: 1
Energy relative to the best compared isomer or geometry (same formula, charge and spin): 3.5515 eV



[2]
# CH3NO4S

CH3NO4S in the gas phase at a distorted geometry (wB97M-V/def2-TZVPD, the OMol25 dataset).

The geometry in XYZ format:
```
10
Properties=species:S:1:pos:R:3:forces:R:3
C -1.829 -0.114 0.006 0.147 0.219 -2.755
N 2.169 0.535 -0.253 0.106 -0.328 -1.350
O 2.785 1.542 -0.157 0.266 1.087 0.583
O 2.602 -0.568 -0.399 0.394 -1.398 0.363
O 0.174 -1.189 1.270 0.550 -1.069 3.400
O 0.837 0.684 -0.388 -2.278 -0.199 0.379
S -0.149 -0.918 -0.062 -0.246 2.204 -3.341
H -2.078 -0.122 1.017 -0.460 -0.132 1.718
H -2.508 -0.750 -0.617 0.651 0.109 0.728
H -2.004 0.899 -0.417 0.870 -0.494 0.274
```
Forces are in eV/Å.

Kohn-Sham gap: 10.5106 eV
E_HOMO: -10.824 eV
Multiplicity: 1
Energy relative to the best compared isomer or geometry (same formula, charge and spin): 3.2450 eV



[3]
# CH3NOS

CH3NOS in the gas phase at a distorted geometry (wB97M-V/def2-TZVPD, the OMol25 dataset).

The geometry in XYZ format:
```
7
Properties=species:S:1:pos:R:3:forces:R:3
C -0.495 0.564 0.004 -7.065 -5.399 0.401
N 0.163 -0.514 0.155 2.021 1.396 -1.109
O 1.575 -0.598 0.023 0.136 1.318 0.352
S -2.635 0.075 -0.034 4.331 1.108 0.006
H -0.314 1.547 -0.080 1.624 3.154 -0.048
H -0.160 -1.423 -0.106 -0.987 -0.492 0.396
H 1.865 0.349 0.036 -0.059 -1.085 0.002
```
Forces are in eV/Å.

Kohn-Sham gap (alpha / beta): 7.7562 / 7.7555 eV
E_HOMO (alpha / beta): -8.082 / -8.082 eV
Structure (SMILES): ONC=S
Multiplicity: 1
Energy relative to the best compared isomer or geometry (same formula, charge and spin): 5.2192 eV



Number 1: DFT total energy -793.60411 Eh. Number 2: DFT total energy -793.61537 Eh. Number 3: DFT total energy -567.90896 Eh.